Molecular formula: C29H59AsCl2O10P2SV
Method: DFT, ωB97M-V/def2-TZVPD

The orbital gap (alpha / beta) is 7.21 / 7.50 eV. The spin multiplicity is 4. Its energy above the lowest of the compared OMol25 structures with the same formula, charge and spin is 118.0 kcal per mole. As for the total charge: +2. The maximum force comes out at 1.31 eV/A. For the total energy, the calculation gives -192479.93827 eV.

CARTESIAN COORDINATES (ANGSTROEM)
V: -0.75 0.33 -0.36
C: -5.76 2.86 3.15
C: -5.23 1.62 2.47
C: -4.58 0.63 3.42
O: -4.23 2.11 1.49
P: -3.43 1.24 0.48
O: -2.26 0.46 1.01
C: -4.55 0.11 -0.38
P: -3.67 -0.59 -1.80
O: -2.21 -0.70 -1.52
O: -3.90 0.38 -3.01
C: -5.09 0.42 -3.88
C: -4.59 0.37 -5.31
C: -5.87 1.68 -3.58
O: -4.42 -1.94 -2.02
C: -3.99 -3.03 -2.93
C: -3.83 -4.27 -2.08
C: -5.04 -3.20 -4.00
O: -2.85 2.23 -0.59
C: -3.50 3.45 -1.13
C: -2.90 3.66 -2.50
C: -3.24 4.60 -0.19
H: -6.57 2.58 3.83
H: -6.15 3.57 2.42
H: -4.97 3.34 3.73
H: -6.01 1.15 1.88
H: -3.81 1.12 4.01
H: -4.13 -0.21 2.89
H: -5.34 0.24 4.09
H: -5.45 0.63 -0.71
H: -4.84 -0.70 0.29
H: -5.69 -0.46 -3.64
H: -3.99 1.25 -5.53
H: -5.43 0.35 -5.99
H: -3.98 -0.51 -5.48
H: -5.30 2.57 -3.83
H: -6.18 1.73 -2.54
H: -6.78 1.69 -4.19
H: -3.03 -2.73 -3.36
H: -4.80 -4.59 -1.69
H: -3.16 -4.10 -1.25
H: -3.43 -5.08 -2.69
H: -6.01 -3.39 -3.55
H: -4.78 -4.06 -4.62
H: -5.11 -2.34 -4.66
H: -4.57 3.23 -1.19
H: -1.85 3.92 -2.42
H: -3.42 4.48 -3.00
H: -2.99 2.76 -3.11
H: -2.16 4.76 -0.08
H: -3.67 4.42 0.80
H: -3.68 5.51 -0.60
O: 0.02 2.17 0.20
S: 0.69 3.06 -0.87
C: 1.06 4.58 0.06
C: 2.56 4.80 -0.03
C: 3.18 3.40 0.08
C: 2.43 2.56 -0.95
H: 0.73 4.34 1.07
H: 0.45 5.40 -0.33
H: 2.90 5.47 0.76
H: 2.83 5.25 -0.98
H: 3.01 2.99 1.08
H: 4.25 3.40 -0.11
H: 2.46 1.48 -0.82
H: 2.75 2.78 -1.98
O: 0.62 -0.08 -1.25
O: 1.80 -0.51 -1.67
C: 4.32 -0.72 0.07
As: 2.86 -1.94 -0.29
C: 3.50 -2.89 -1.86
C: 2.97 -3.22 1.28
C: 3.53 -4.54 0.90
C: 4.88 -4.83 1.10
C: 5.40 -6.05 0.72
C: 4.58 -7.01 0.14
C: 3.24 -6.74 -0.06
C: 2.71 -5.52 0.32
H: 5.20 -1.29 0.35
H: 4.06 -0.03 0.88
H: 4.54 -0.15 -0.83
H: 3.45 -3.96 -1.71
H: 4.54 -2.61 -2.05
H: 2.88 -2.60 -2.70
H: 1.97 -3.29 1.69
H: 3.61 -2.70 1.99
H: 5.52 -4.09 1.56
H: 6.45 -6.27 0.89
H: 4.99 -7.97 -0.15
H: 2.60 -7.49 -0.50
H: 1.66 -5.31 0.17
C: -0.34 -3.40 -1.38
C: -0.83 -3.23 0.04
O: -0.35 -1.99 0.56
H: -0.73 -4.33 -1.81
H: 0.75 -3.45 -1.41
H: -0.66 -2.57 -2.01
H: -0.47 -4.05 0.67
H: -1.93 -3.24 0.08
H: -0.64 -1.91 1.48
Cl: 1.38 0.13 2.18
C: 1.10 -0.38 3.87
Cl: 0.07 -1.81 3.94
H: 0.61 0.43 4.39
H: 2.06 -0.62 4.31